Computed, not measured: a 12-piece molecular cluster, CH26NO11 overall in a non-equilibrium geometry, with ωB97M-V/def2-TZVPD.

Positions of all 39 atoms, in Å:
C: 2.034 -1.828 1.247
N: 1.483 -1.212 0.275
H: 3.091 -1.685 1.391
H: 1.428 -2.476 1.854
H: 0.441 -1.221 0.096
H: 1.994 -0.392 -0.124
H: -1.384 2.836 0.188
H: -0.523 1.537 -0.220
O: -0.607 2.304 0.383
H: -1.528 -0.706 -0.264
H: -0.832 -0.255 -1.582
O: -0.720 -0.252 -0.625
H: 2.067 2.448 2.487
H: 0.798 2.417 1.561
O: 1.613 1.935 1.807
H: 2.339 1.732 0.288
H: 3.545 1.290 -0.747
O: 2.803 0.998 -0.208
H: -1.161 2.194 2.096
H: -0.770 2.379 3.515
O: -1.454 2.685 2.901
H: 0.512 -4.206 0.276
H: -0.574 -3.726 -0.554
O: 0.093 -3.359 0.046
H: -2.198 0.675 -3.852
H: -0.575 0.642 -3.680
O: -1.437 0.655 -3.264
H: 0.809 -2.027 -2.661
H: -0.611 -1.593 -3.034
O: -0.096 -1.993 -2.321
H: -2.874 -0.801 1.428
H: -3.620 -0.744 0.069
O: -2.939 -1.225 0.549
H: -2.996 0.194 3.722
H: -2.151 1.133 2.838
O: -2.746 0.348 2.804
H: 2.165 0.667 -2.146
H: 2.176 0.566 -3.668
O: 2.403 0.066 -2.870

Atoms 1-6, force components in eV/Å:
-0.5 0.6 -1.3
-0.1 0.3 1.6
0.2 0.1 0.4
0.1 -0.3 0.1
1.0 -0.1 -0.3
0.1 -0.6 -0.2

multiplicity: 1
net charge: +1
electronic energy: -935.85550 Eh
E_HOMO: -13.79 eV
gap between HOMO and LUMO: 10.761 eV


Computed, not measured: a 12-piece molecular cluster, CH26O14 overall in a non-equilibrium geometry, with ωB97M-V/def2-TZVPD.

Positions of all 41 atoms, in Å:
O: 0.412 2.455 -3.666
H: 0.642 1.995 -4.476
H: -0.534 2.617 -3.644
H: 0.739 2.033 -2.868
O: 4.208 -1.719 -1.305
H: 3.813 -2.534 -0.987
H: 3.817 -0.942 -0.899
H: 4.080 -1.660 -2.254
O: -0.887 -2.544 -3.972
H: -1.673 -2.097 -4.294
H: -0.219 -2.497 -4.659
H: -0.560 -2.231 -3.125
O: -4.076 -1.157 -0.191
H: -3.221 -0.860 0.128
H: -4.522 -0.474 -0.698
H: -4.054 -2.007 -0.638
C: 0.337 0.225 0.284
O: 1.302 0.871 -0.107
O: 0.004 -0.778 -0.348
O: -0.509 0.701 1.047
O: 0.572 -0.415 5.014
H: 1.358 -0.481 4.472
H: -0.077 0.000 4.447
O: -0.957 -4.246 3.437
H: -0.088 -4.411 3.803
H: -0.956 -3.313 3.225
O: -4.291 1.467 3.725
H: -3.441 1.366 3.296
H: -4.581 2.346 3.481
O: 4.749 3.649 -1.119
H: 4.357 4.512 -0.979
H: 4.046 3.031 -0.919
O: 1.401 4.510 2.681
H: 0.969 5.068 2.034
H: 1.345 3.628 2.312
O: -3.271 3.649 -0.168
H: -2.646 2.981 0.114
H: -3.386 3.489 -1.105
O: 2.171 -5.202 -0.590
H: 2.322 -6.074 -0.225
H: 1.307 -4.951 -0.262

Atoms 1-6, force components in eV/Å:
0.1 0.9 -0.5
0.5 -0.4 -0.7
-0.9 0.3 0.3
0.5 -0.7 1.6
0.8 0.0 -0.4
-0.5 -1.0 0.7

multiplicity: 1
net charge: +2
energy relative to the best compared isomer or geometry (same formula, charge and spin): 218.43 kcal per mole
electronic energy: -1106.00346 Eh
E_HOMO: -11.27 eV
gap between HOMO and LUMO: 3.225 eV


Computed, not measured: CH2Br2N2O as an isolated structure in a non-equilibrium geometry, with ωB97M-V/def2-TZVPD.

Positions of all 8 atoms, in Å:
C: -0.691 0.508 0.058
N: -1.295 -0.472 -0.572
N: 1.324 -0.219 0.651
O: -0.637 1.636 0.319
Br: 2.176 1.300 1.339
Br: 2.104 -0.917 -0.865
H: -0.704 -1.281 -0.515
H: -2.277 -0.555 -0.414

Atoms 1-6, force components in eV/Å:
3.7 1.3 0.5
0.7 0.1 0.6
-2.6 0.2 0.4
-1.3 -0.4 0.0
-0.1 -0.1 -0.4
0.5 -0.1 -0.8

multiplicity: 1
net charge: 0
energy relative to the best compared isomer or geometry (same formula, charge and spin): 51.90 kcal per mole
electronic energy: -5371.96191 Eh
E_HOMO (alpha / beta): -8.08 / -8.08 eV
gap between HOMO and LUMO (alpha / beta): 7.803 / 7.804 eV


Computed, not measured: a 2-piece molecular cluster, CH2Br2O3 overall in a non-equilibrium geometry, with ωB97M-V/def2-TZVPD.

Positions of all 8 atoms, in Å:
O: -2.428 -0.681 -0.134
C: -1.485 0.038 -0.292
O: -0.941 0.818 0.660
O: -0.736 0.052 -1.436
H: -1.681 0.970 1.291
H: 0.042 0.655 -1.677
Br: 3.669 -1.971 1.311
Br: 3.561 0.119 0.278

Atoms 1-6, force components in eV/Å:
0.3 0.6 -0.5
1.7 -0.3 -0.7
-1.1 0.7 0.3
0.2 0.1 -0.7
0.8 -0.2 -0.2
-1.9 -0.9 1.7

multiplicity: 1
SMILES: O=C(O)O.BrBr
net charge: 0
energy relative to the best compared isomer or geometry (same formula, charge and spin): 10.89 kcal per mole
electronic energy: -5413.05419 Eh
E_HOMO: -10.53 eV
gap between HOMO and LUMO: 8.599 eV


Computed, not measured: a 2-piece molecular cluster, CH2Br2O3 overall in a non-equilibrium geometry, with ωB97M-V/def2-TZVPD.

Positions of all 8 atoms, in Å:
O: 1.274 -0.087 -0.774
C: 0.887 -0.550 0.224
O: 0.089 -1.531 0.422
Br: 1.365 0.124 1.952
H: -0.189 -1.846 -0.479
O: -0.923 0.887 0.002
Br: -0.781 1.662 -1.641
H: -1.721 1.341 0.294

Atoms 1-6, force components in eV/Å:
1.2 0.2 -1.7
1.0 1.1 1.7
-1.6 -2.5 -1.1
0.4 0.2 0.4
0.2 0.2 0.9
-0.9 0.9 -0.5

multiplicity: 1
SMILES: O=C(O)Br.OBr
net charge: 0
energy relative to the best compared isomer or geometry (same formula, charge and spin): 46.15 kcal per mole
electronic energy: -5412.99800 Eh
E_HOMO: -10.26 eV
gap between HOMO and LUMO: 9.822 eV


Computed, not measured: CH2BrCl2P as an isolated structure in a non-equilibrium geometry, with ωB97M-V/def2-TZVPD.

Positions of all 7 atoms, in Å:
C: 0.514 -0.037 0.022
P: 1.111 -1.519 -0.887
Cl: 3.015 -1.271 -0.297
Cl: 0.455 -2.907 0.470
Br: 0.934 1.377 -2.168
H: -0.520 -0.085 0.361
H: 1.081 0.753 0.427

Atoms 1-6, force components in eV/Å:
-0.8 0.3 -2.6
-0.3 0.8 -0.1
1.1 -0.1 0.0
-0.2 -0.3 0.4
-0.7 -1.2 1.9
-0.1 0.3 -0.5

multiplicity: 1
net charge: 0
energy relative to the best compared isomer or geometry (same formula, charge and spin): 37.59 kcal per mole
electronic energy: -3875.03303 Eh
E_HOMO (alpha / beta): -9.97 / -9.97 eV
gap between HOMO and LUMO (alpha / beta): 7.700 / 7.698 eV


Computed, not measured: a 2-piece molecular cluster, CH2BrCl2P overall in a non-equilibrium geometry, with ωB97M-V/def2-TZVPD.

Positions of all 7 atoms, in Å:
C: 0.074 -0.530 0.455
P: 3.269 0.698 0.857
Cl: 3.940 -1.152 0.608
Cl: 3.158 1.210 -1.041
Br: 0.779 -1.944 -0.465
H: -0.847 -0.715 1.117
H: 0.405 0.470 0.145

Atoms 1-6, force components in eV/Å:
-1.4 0.6 1.1
-0.2 0.4 1.4
0.6 -1.1 0.3
-0.2 0.7 -1.5
-0.1 -0.3 -0.2
1.8 0.4 -1.2

multiplicity: 1
net charge: 0
energy relative to the best compared isomer or geometry (same formula, charge and spin): 64.85 kcal per mole
electronic energy: -3874.98959 Eh
E_HOMO (alpha / beta): -8.20 / -8.40 eV
gap between HOMO and LUMO (alpha / beta): 8.008 / 7.266 eV


Computed, not measured: a 2-piece molecular cluster, CH2BrF2NO2S overall in a non-equilibrium geometry, with ωB97M-V/def2-TZVPD.

Positions of all 10 atoms, in Å:
C: -1.190 -0.179 0.369
N: 1.562 0.000 -0.229
O: -0.226 1.282 -1.553
O: 0.219 1.973 0.791
F: -1.000 -0.494 1.621
F: 0.023 -1.822 -0.424
S: 0.202 0.951 -0.200
Br: -2.722 -0.603 -0.429
H: 1.447 -0.860 -0.673
H: 1.684 -0.248 0.728

Atoms 1-6, force components in eV/Å:
2.3 2.9 -0.1
-0.2 1.9 1.5
1.6 -0.6 1.5
1.6 -0.3 0.3
-0.1 -0.7 1.4
0.9 -1.1 -0.4

multiplicity: 3
net charge: 0
energy relative to the best compared isomer or geometry (same formula, charge and spin): 58.94 kcal per mole
electronic energy: -3416.23093 Eh
E_HOMO (alpha / beta): -8.22 / -11.30 eV
⟨S²⟩: 2.01
gap between HOMO and LUMO (alpha / beta): 8.648 / 5.992 eV


Computed, not measured: one molecule with the formula CH2BrFO in a non-equilibrium geometry, with ωB97M-V/def2-TZVPD.

Positions of all 6 atoms, in Å:
O: -0.137 0.277 1.104
C: 0.211 0.166 -0.211
F: -0.804 0.485 -1.057
Br: 0.652 -1.638 -0.695
H: -0.910 -0.319 1.433
H: 0.988 1.029 -0.575

Force components x, y, z for each atom (eV/Å):
-1.2 -0.6 0.6
0.9 2.3 -0.7
-1.2 0.1 -0.1
0.6 -0.4 0.0
2.0 1.2 -1.5
-1.1 -2.6 1.7

multiplicity: 1
SMILES: O[C@H](F)Br
net charge: 0
energy relative to the best compared isomer or geometry (same formula, charge and spin): 13.06 kcal per mole
electronic energy: -2788.39995 Eh
E_HOMO: -10.77 eV
gap between HOMO and LUMO: 11.483 eV


Computed, not measured: a 2-piece molecular cluster, CH2BrO3P overall in a non-equilibrium geometry, with ωB97M-V/def2-TZVPD.

Positions of all 8 atoms, in Å:
C: 1.768 -0.415 -0.709
O: -1.185 -0.399 1.452
O: -1.942 1.669 0.072
O: -2.434 -0.659 -0.801
P: -1.716 0.206 0.222
Br: 3.252 0.227 0.488
H: 1.053 0.443 -0.806
H: 1.204 -1.072 0.082

Atoms 1-6, force components in eV/Å:
-1.7 -1.4 0.6
0.5 -0.1 0.5
0.6 0.2 0.2
1.1 0.5 0.8
-2.5 -0.6 -1.4
0.5 0.5 0.4

multiplicity: 1
net charge: -2
energy relative to the best compared isomer or geometry (same formula, charge and spin): 21.55 kcal per mole
electronic energy: -3180.40873 Eh
E_HOMO: 0.94 eV
gap between HOMO and LUMO: 5.072 eV


Look up the multiplicity of the fifth one.
1


Which of these has the lowest net charge?
CH2BrO3P


Which formula does entry 8 have?
CH2BrF2NO2S


Among the records above, which one has the lowest net charge?
CH2BrO3P